# 1
The following is a DFT calculation (ωB97M-V/def2-TZVPD) of one molecule with the formula C4H8O.

HOMO level   -8.69 eV
Structure (SMILES)   CC/C=C\O
Gap between HOMO and LUMO   9.6 eV
ΔE to the lowest compared entry with this formula, charge and spin   0.981 eV

Structure (XYZ):
```
13
Properties=species:S:1:pos:R:3:forces:R:3
O -1.4959 -1.7692 0.8167 0.05 -0.01 -0.20
C -0.1848 0.2191 0.9509 -0.32 0.01 0.09
H 0.3144 0.9325 1.6028 -0.36 0.05 -0.02
H -1.4123 -0.6311 2.4944 0.41 -0.10 0.13
C 1.2535 0.5275 -1.1968 0.11 0.01 -0.01
H 1.9315 1.1722 -0.6287 -0.02 -0.09 -0.08
C -0.1181 0.4831 -0.5317 -0.03 0.01 -0.08
H 1.1671 0.9413 -2.2073 0.06 -0.08 0.13
H -0.7938 -2.0033 0.1970 -0.37 -0.15 -0.19
H 1.7146 -0.4624 -1.2788 -0.07 0.11 0.09
H -0.5803 1.4750 -0.6396 0.08 -0.11 -0.11
H -0.7881 -0.2002 -1.0686 0.15 0.07 0.07
C -1.0078 -0.6844 1.4897 0.32 0.28 0.19
```
Forces are in eV/Å.

***

# 2
The following is a DFT calculation (ωB97M-V/def2-TZVPD) of a 2-piece molecular cluster, C5H14 overall.

HOMO level   -11.09 eV
Structure (SMILES)   CCC.CC
Gap between HOMO and LUMO   12.3 eV
ΔE to the lowest compared entry with this formula, charge and spin   0.498 eV

Structure (XYZ):
```
19
Properties=species:S:1:pos:R:3:forces:R:3
H 0.4744 -1.9567 0.0112 0.67 -0.09 -0.20
H -0.0460 -3.2816 -1.0139 -0.13 -0.02 0.03
H -1.1403 -0.5453 -1.6950 0.10 0.22 0.07
H -1.4927 -1.0721 -0.0655 -0.77 -0.14 -0.01
H 0.8978 -0.1608 2.0443 0.37 -0.30 -0.39
H 1.2911 1.3948 2.6636 0.19 -0.16 -0.02
C -0.0576 1.5031 1.0231 -0.35 -0.24 -0.42
C -1.2649 -1.4200 -1.0650 1.04 -0.44 -0.84
H 0.7570 -1.9286 -1.7842 0.21 0.07 0.19
H -0.9698 0.9271 1.2094 0.21 -0.36 -0.05
C 1.1433 0.8477 1.7242 -0.77 1.00 1.19
H 2.0769 0.9429 1.1848 0.06 -0.31 -0.30
C 0.1291 1.6002 -0.5035 -0.34 0.67 0.46
C 0.0843 -2.2016 -0.9742 -0.90 0.35 0.12
H 0.6459 2.5051 -0.8322 0.40 -0.13 0.28
H -2.0237 -2.0021 -1.5878 -0.29 -0.07 0.61
H -0.3425 2.4441 1.4988 0.47 0.31 -0.31
H -0.8348 1.6817 -1.0001 -0.11 -0.32 -0.11
H 0.6726 0.7221 -0.8381 -0.05 -0.03 -0.29
```
Forces are in eV/Å.

***

# 3
The following is a DFT calculation (ωB97M-V/def2-TZVPD) of one molecule with the formula C7H12.

HOMO level   -8.45 eV
Structure (SMILES)   C=C(C)/C(C)=C/C
Gap between HOMO and LUMO   9.5 eV
ΔE to the lowest compared entry with this formula, charge and spin   1.959 eV

Structure (XYZ):
```
19
Properties=species:S:1:pos:R:3:forces:R:3
H 1.4364 2.7109 -0.4382 -0.41 0.56 0.73
H -0.3370 2.2493 -0.8213 0.40 -0.45 -1.16
C -0.0579 -0.3290 0.0408 -0.97 1.03 -1.70
H 1.0746 -1.3793 -1.5743 -0.42 0.54 -0.16
C 1.4395 0.8171 1.7193 1.49 0.11 -1.13
H -3.1758 -1.0466 -0.9331 0.01 -0.04 -0.44
H -1.8243 0.7083 -0.0291 -0.47 -0.12 0.34
C 0.6152 2.0054 -0.3685 0.30 -0.11 0.34
H 1.4658 1.8021 2.1764 -0.25 -0.07 0.22
H 1.6897 -1.5299 0.0213 -0.06 -0.31 0.03
H 2.4934 0.5254 1.6315 -0.05 -0.21 0.07
C 0.7489 -1.4581 -0.5364 0.69 -0.56 1.19
C 0.7323 0.8982 0.3720 -0.74 -0.41 1.10
H 0.9369 0.0750 2.3316 -0.07 0.13 0.17
H -1.7562 -1.3473 -1.9784 -0.05 -0.41 -0.10
H -2.1209 -2.2917 -0.4460 0.47 -0.19 -0.31
C -1.3756 -0.2642 -0.1810 0.96 -0.27 -0.27
H 0.2054 -2.3963 -0.4371 0.13 -0.10 0.02
C -2.1193 -1.3281 -0.9546 -0.95 0.87 1.08
```
Forces are in eV/Å.

***

# 4
The following is a DFT calculation (ωB97M-V/def2-TZVPD) of one molecule with the formula C4H10O.

HOMO level   -9.89 eV
Structure (SMILES)   CCCOC
Gap between HOMO and LUMO   11.0 eV
ΔE to the lowest compared entry with this formula, charge and spin   1.027 eV

Structure (XYZ):
```
15
Properties=species:S:1:pos:R:3:forces:R:3
H 2.2634 1.0693 0.6679 0.36 -2.00 -1.18
H -2.8059 0.7326 -0.8256 0.26 -0.17 -0.23
H 3.2123 -0.4904 0.1417 -0.20 0.25 0.30
O -1.3113 -0.6404 -0.1041 -1.75 1.15 0.13
C 1.0121 -0.6846 0.0423 0.61 -0.43 1.45
H 2.4188 0.5214 -1.0754 0.05 -0.15 0.77
H -0.1698 0.8531 0.8429 -0.46 0.22 0.15
H -0.0917 0.8549 -0.9384 -0.38 -0.01 0.11
H -3.3511 -0.6902 0.0589 -0.51 -0.56 0.09
C 2.3225 0.1218 -0.0337 -0.62 1.70 -0.31
C -0.1972 0.2169 -0.0429 0.62 -0.40 -0.58
C -2.5972 0.0601 0.0113 1.79 0.23 0.14
H 0.9598 -1.1441 1.0837 0.06 0.05 -1.41
H -2.6131 0.6891 0.9137 0.03 -0.30 -0.02
H 0.9484 -1.4694 -0.7423 0.14 0.42 0.60
```
Forces are in eV/Å.

***

# 5
The following is a DFT calculation (ωB97M-V/def2-TZVPD) of an isolated ion of composition C9H10N3OS and charge +1.

HOMO level   -11.88 eV
Structure (SMILES)   Cc1c[nH+]c([C@H]2O[C@@H]2c2nccs2)[nH]1
Gap between HOMO and LUMO   8.4 eV
ΔE to the lowest compared entry with this formula, charge and spin   1.530 eV
Charge   +1

Structure (XYZ):
```
24
Properties=species:S:1:pos:R:3:forces:R:3
C 2.5444 0.3536 0.1616 1.59 -0.08 -0.83
H 4.6035 -0.4036 -0.3299 -1.32 -0.26 1.02
H -1.4903 0.2484 1.3212 0.75 0.39 0.07
C -2.1403 0.8629 -0.6263 2.39 -0.12 -0.10
C -5.4360 -0.8065 0.3037 -0.22 0.63 -0.79
N 1.3084 -0.2153 0.3719 0.96 2.89 -0.13
S -4.3525 0.2986 1.0541 0.40 -0.63 -0.62
H 3.5192 -1.6365 0.6730 0.21 2.11 -1.14
O -1.6696 1.9366 0.0727 -0.30 2.77 1.41
H -5.8852 -1.4562 -1.5828 0.36 -0.20 -1.31
H 1.3127 -1.1728 0.6135 -1.09 -0.94 0.53
C 3.7648 -0.5083 0.4353 0.10 -1.27 -0.38
C -1.0582 0.7688 0.4540 -0.50 -1.85 -0.18
N 1.0086 1.8533 -0.2859 0.74 -1.00 0.86
H -6.3232 -1.3068 0.6862 0.35 0.56 0.59
H -1.8118 0.8589 -1.6069 0.69 -0.27 -2.03
N -4.0449 -0.3051 -1.4026 1.96 0.72 -2.63
C -5.1593 -0.8865 -1.0471 -1.68 -0.97 3.15
C -3.4401 0.3662 -0.4913 -3.54 -1.20 2.38
C 0.4071 0.7572 0.2108 -2.27 0.20 -1.01
C 2.3640 1.6578 -0.2672 1.25 -1.55 0.03
H 0.6079 2.7061 -0.6323 -0.81 0.08 0.32
H 3.1111 2.3953 -0.5941 -0.69 -0.49 0.27
H 4.1235 -0.2152 1.3999 0.66 0.48 0.53
```
Forces are in eV/Å.

***

# 6
The following is a DFT calculation (ωB97M-V/def2-TZVPD) of C47H48N6O2S8Tl as an isolated structure.

HOMO level (spin up / spin down)   -9.96 / -9.90 eV
Gap between HOMO and LUMO (spin up / spin down)   6.3 / 6.3 eV
ΔE to the lowest compared entry with this formula, charge and spin   0.154 eV
Charge   +1

Structure (XYZ):
```
112
Properties=species:S:1:pos:R:3:forces:R:3
H -0.0320 3.1609 6.9743 0.03 -0.01 0.02
C -3.5428 0.3628 0.8120 0.00 -0.22 -0.15
C 3.3694 -1.3128 -0.8997 0.16 0.22 0.05
C -0.4119 -4.1382 -7.9007 -0.04 0.05 0.06
C -0.6882 -3.3708 -6.6359 0.05 0.02 -0.01
C 5.1883 0.6981 -0.5380 0.02 0.04 -0.02
H 0.6196 -4.4852 -7.9313 -0.02 -0.02 -0.03
C 5.2068 0.0826 4.0045 -0.10 0.00 0.11
H -3.3303 1.4974 -5.6958 -0.01 0.02 -0.02
H -2.6616 1.6124 2.3014 0.00 -0.06 -0.01
C -6.0192 1.6779 -3.5923 0.13 0.04 -0.11
S -0.2447 5.3479 0.6223 0.04 -0.03 0.14
H 3.7971 -3.8583 -1.6561 -0.01 -0.01 -0.05
H 0.7582 0.0253 -3.7491 0.00 0.00 -0.03
H -3.2109 -1.7210 -5.0359 0.03 -0.04 -0.02
H 2.4934 -3.6485 -2.8326 0.03 -0.02 0.02
H -4.5375 -1.0340 -0.4831 -0.01 -0.03 -0.03
H 6.2535 -0.1307 -2.2081 -0.01 -0.01 0.01
H 0.3408 -3.7646 -1.5457 -0.03 0.00 -0.07
N 3.0782 0.9612 4.8796 -0.01 -0.06 -0.06
C 4.0535 0.5526 0.2475 -0.11 -0.04 -0.05
H -2.7397 -3.8837 -0.0378 -0.05 -0.08 0.00
C -4.0055 1.4790 -1.6724 0.28 -0.21 -0.21
C 1.6305 3.3436 5.6051 -0.13 -0.14 0.06
H -2.7410 -2.9754 -7.1276 0.02 -0.01 0.02
S 0.9109 -0.1616 3.7682 0.10 0.01 -0.12
H 2.7177 3.4045 5.6428 -0.01 0.11 -0.08
C 0.3073 -3.1745 -5.6835 0.02 0.01 0.00
H -8.0632 1.8271 -4.2650 0.03 0.00 0.00
C -1.9542 -2.8328 -6.3952 0.00 -0.02 0.03
O -3.0360 -1.2826 -2.5657 -0.06 0.14 0.19
H -3.6134 3.9924 -3.3840 -0.01 0.00 0.00
N 0.2203 -3.0637 -0.8289 -0.32 -0.26 0.13
C -0.8475 5.4998 -4.6382 0.00 0.05 -0.01
C 0.4508 2.0438 -4.3045 0.04 -0.05 0.00
H 1.2965 -3.5861 -5.8509 -0.03 0.00 -0.02
H -5.6027 1.5523 -0.2234 -0.01 -0.04 0.01
H 2.1991 -4.5034 -1.3109 0.07 -0.03 -0.02
C 0.0504 0.8421 -3.8185 0.07 -0.04 -0.01
S 0.8882 4.5137 1.9136 -0.05 -0.07 0.06
H -6.0823 -2.3126 3.8944 0.01 0.00 0.02
H -4.9577 -1.5114 5.0040 -0.02 -0.02 -0.01
S -2.6671 1.2301 -0.4873 -0.56 0.24 -0.11
C -5.3598 1.6538 -6.3111 0.04 -0.01 -0.01
H 5.8070 -0.8231 3.9142 0.01 0.04 0.00
H -5.4773 -2.3441 1.3922 0.01 0.04 0.00
H 1.2706 4.2876 5.1965 0.10 0.03 -0.03
C -7.0288 1.7623 -4.5823 -0.04 -0.01 -0.02
C -2.2108 1.6548 -3.4328 0.13 -0.19 0.20
H 4.1257 -0.6290 5.7310 -0.04 -0.03 0.00
H -0.5891 -3.5107 -8.7759 0.02 -0.02 0.01
C -4.3630 1.5818 -5.3811 0.02 0.05 0.00
C -4.3370 -0.7496 0.5419 0.12 0.00 -0.02
H -4.4442 -2.9332 4.0935 -0.04 0.01 0.03
S 0.1499 4.4617 -1.2267 0.17 -0.38 -0.12
N 3.1614 -0.4137 0.0673 -0.23 0.00 0.12
C 0.0515 -2.4564 -4.5222 -0.06 -0.02 0.06
N -1.8615 -3.9295 -0.5270 0.00 0.07 -0.11
H -0.5073 6.4838 -4.9350 0.00 -0.03 -0.01
H 3.3288 -0.9699 4.1965 -0.08 -0.05 -0.02
C -3.6410 1.5360 -3.0009 -0.04 -0.09 0.20
C 4.4796 -1.2416 -1.7351 -0.06 -0.06 -0.06
H -1.9042 -4.1338 -1.5146 -0.04 0.03 0.02
C -3.2570 0.7246 2.1162 0.02 0.18 -0.01
C -1.7723 2.9575 -3.8626 0.14 0.01 0.13
N 1.1908 -2.1467 -0.6090 -0.06 0.22 0.18
H 0.2491 2.3090 4.4029 -0.02 -0.06 -0.04
H 4.9977 0.4622 3.0052 0.03 0.00 -0.02
Tl 0.2438 0.3546 0.8416 0.26 -0.16 0.06
C -1.2873 0.6366 -3.4059 -0.23 0.05 -0.13
S 1.4679 3.0897 -0.9533 -0.17 0.32 -0.06
C -1.2129 -1.9292 -4.3094 0.21 0.08 0.15
C -2.2244 -2.1255 -5.2365 -0.12 0.09 -0.01
C -5.3556 1.5591 -1.2758 -0.03 0.15 0.04
H -1.0720 -5.0032 -7.9824 0.03 0.00 0.00
C 1.0576 3.1178 7.0014 0.06 -0.02 -0.05
H 3.5289 1.7523 5.3104 -0.05 0.01 0.00
H 5.7967 0.8259 4.5461 0.01 -0.02 -0.05
H -3.5290 0.2387 4.1854 -0.01 0.01 -0.02
H 0.9990 4.5375 -5.1001 -0.02 0.00 0.02
H 1.4696 2.1897 -4.6436 -0.01 0.00 0.03
H 1.4143 3.8824 7.6930 -0.02 -0.02 -0.03
C 2.3535 -2.3852 -1.0735 0.06 -0.07 -0.16
H 5.8766 1.5142 -0.3635 -0.01 -0.04 0.02
C -6.7090 1.7566 -5.9084 -0.01 -0.01 0.01
C 3.9101 -0.2318 4.7373 0.03 0.09 -0.01
C -4.8494 -1.4824 1.5958 0.04 -0.04 -0.05
H -2.8017 6.1964 -4.0361 0.00 -0.02 -0.02
H 3.8418 1.2456 1.0568 0.00 0.02 -0.06
N 1.2185 2.2925 4.6762 -0.04 0.30 0.05
S -1.0470 -2.3643 1.4292 -0.06 0.21 -0.01
C -6.3355 1.6743 -2.2150 -0.03 0.00 0.12
H -7.4863 1.8231 -6.6586 0.00 0.00 0.02
C -5.0428 -2.0200 4.0446 0.04 0.01 -0.04
C -4.5521 -1.1524 2.9188 0.00 0.02 0.07
C -0.9022 -3.1143 -0.0464 0.29 -0.05 0.01
H 0.8379 -2.3006 -3.7890 -0.04 -0.01 -0.01
C -2.6094 4.0989 -3.7701 0.00 -0.02 0.00
O -2.2916 2.5575 0.0816 0.28 0.11 0.09
H 1.3496 2.1377 7.3825 0.00 0.03 0.02
C 1.8086 1.1035 4.4737 0.08 -0.21 0.10
H -7.3740 1.7541 -1.9148 0.03 0.00 0.00
H 4.6165 -1.9575 -2.5346 0.02 -0.01 0.04
C -0.0143 4.4232 -4.7319 0.04 -0.01 -0.01
C 2.7325 -3.6666 -1.7651 0.00 0.06 0.05
C -0.4445 3.1384 -4.3237 -0.15 0.03 0.00
C -3.7636 -0.0353 3.1634 0.00 -0.07 -0.01
C -4.6619 1.6103 -3.9943 -0.07 -0.10 0.02
C -2.1532 5.3349 -4.1348 -0.05 -0.02 -0.02
S -1.5852 -1.0416 -2.7815 -0.06 0.08 -0.36
H -5.1179 1.6307 -7.3661 0.00 0.00 0.02
C 5.3934 -0.2144 -1.5566 0.03 0.02 0.00
```
Forces are in eV/Å.

***

no.,largest force on an atom (hartree/bohr),electronic energy (eV)
1,0.009,-6324.1867
2,0.034,-5411.5512
3,0.043,-7451.4724
4,0.046,-6356.7761
5,0.086,-26839.8201
6,0.012,-153925.4110